## A
A cluster of 2 separate species, C3H9N3O2 in total, computed with the ωB97M-V functional and the def2-TZVPD basis.

Its charge is 0. The calculation puts the LUMO energy at 0.48 eV. The calculation puts the orbital gap at 0.3178 Ha.

Last column: natural (NBO) charge in e.
Positions of all 17 atoms, in Å:
C: -1.647 -0.162 -1.554  -0.695
C: -1.107 -0.717 -0.261  -0.033
N: -1.604 -1.687 0.394  -0.635
H: -2.480 -2.042 -0.013  0.315
H: 0.387 -0.717 -0.095  0.337
H: -1.779 0.920 -1.473  0.220
H: -0.930 -0.326 -2.365  0.227
H: -2.606 -0.613 -1.833  0.201
C: 1.344 0.621 1.063  0.665
N: 0.163 0.720 1.713  -0.890
O: 2.591 -0.446 -0.602  -0.532
O: 2.101 1.720 0.859  -0.681
N: 1.537 -0.438 0.316  -0.259
H: 2.845 0.479 -0.755  0.470
H: 1.741 2.424 1.417  0.514
H: -0.561 0.320 0.839  0.374
H: 0.004 -0.056 2.350  0.404

=====

## B
An isolated molecule of C3H9N3O2, computed with the ωB97M-V functional and the def2-TZVPD basis.

Its charge is 0. The calculation puts the LUMO energy at 0.63 eV. The calculation puts the orbital gap at 0.3321 Ha.

Last column: natural (NBO) charge in e.
Positions of all 17 atoms, in Å:
C: 0.617 -0.806 2.079  -0.652
C: -0.003 -0.087 0.891  0.658
O: -0.122 1.377 1.252  -0.831
O: -1.129 -0.565 0.411  -0.847
H: -0.990 1.430 1.670  0.476
H: -0.086 -0.770 2.912  0.216
H: 0.795 -1.848 1.814  0.214
H: 1.554 -0.340 2.387  0.206
C: -0.015 0.078 -1.324  0.777
N: -0.449 1.302 -1.658  -0.779
N: -0.159 -0.954 -2.164  -0.753
N: 0.937 -0.050 -0.291  -0.717
H: 0.150 -1.831 -1.773  0.424
H: -0.992 -1.006 -2.731  0.394
H: -0.498 1.926 -0.857  0.441
H: -1.183 1.398 -2.345  0.392
H: 1.571 0.745 -0.273  0.382

=====

## C
An isolated molecule of C3H9N3O2, computed with the ωB97M-V functional and the def2-TZVPD basis.

Its charge is 0. As for the SMILES: CCN(C)/[N+]([O-])=N/O. The calculation puts the LUMO energy at 0.85 eV. The calculation puts the orbital gap at 0.3761 Ha.

Last column: natural (NBO) charge in e.
Positions of all 17 atoms, in Å:
C: 1.381 -0.688 -1.847  -0.626
C: 0.321 0.089 -1.185  -0.258
N: 0.445 0.016 0.273  -0.262
C: 0.057 -1.247 0.809  -0.460
N: -0.402 1.301 0.999  0.416
O: -0.086 2.396 0.637  -0.415
N: -1.333 0.919 1.675  -0.029
O: -2.050 2.050 2.129  -0.550
H: 1.485 -0.361 -2.833  0.227
H: 2.297 -0.719 -1.337  0.223
H: 1.092 -1.727 -2.050  0.207
H: 0.180 1.217 -1.365  0.238
H: -0.604 -0.427 -1.377  0.167
H: 0.855 -1.903 0.414  0.228
H: 0.253 -1.112 1.875  0.217
H: -0.960 -1.474 0.746  0.192
H: -2.930 1.667 2.437  0.484

=====

## D
A cluster of 2 separate species, C3H9N3O2 in total, computed with the ωB97M-V functional and the def2-TZVPD basis.

Its charge is 0. The calculation puts the LUMO energy (alpha / beta) at -0.28 / -0.28 eV. The calculation puts the orbital gap (alpha / beta) at 0.2949 / 0.2949 Ha.

Last column: natural (NBO) charge in e.
Positions of all 17 atoms, in Å:
C: -1.649 0.417 -0.268  -0.053
C: -1.211 1.368 -1.325  -0.684
N: -0.173 -1.224 -0.251  0.184
O: -0.518 -2.313 0.036  -0.270
H: -2.221 -0.440 -0.601  0.191
H: -2.050 0.855 0.634  0.209
H: -2.095 1.890 -1.715  0.235
H: -0.731 0.859 -2.162  0.221
H: -0.539 2.123 -0.918  0.233
C: 0.897 -0.408 0.709  0.575
N: 1.952 0.148 -0.069  -0.856
N: 1.433 -1.361 1.638  -0.864
O: -0.036 0.443 1.084  -0.627
H: 2.100 -0.891 2.238  0.381
H: 0.693 -1.748 2.210  0.375
H: 2.535 -0.550 -0.510  0.376
H: 1.613 0.831 -0.730  0.374

=====

Stability, highest: B

=====

## A
An isolated molecule of C3H9N3O2, computed with the ωB97M-V functional and the def2-TZVPD basis.

Its charge is 0. As for the SMILES: C=NN(N)C(C)(O)O. The calculation puts the LUMO energy (alpha / beta) at 0.27 / 0.27 eV. The calculation puts the orbital gap (alpha / beta) at 0.3049 / 0.3049 Ha.

Last column: natural (NBO) charge in e.
Positions of all 17 atoms, in Å:
C: 1.700 -0.493 1.450  -0.058
N: 0.498 -0.097 1.594  -0.329
N: -0.588 -0.530 0.562  -0.187
N: -0.377 -1.763 -0.052  -0.701
C: -0.834 0.580 -0.311  0.649
C: 0.549 0.958 -1.205  -0.682
O: -1.826 0.291 -1.251  -0.716
O: -1.143 1.728 0.421  -0.714
H: 2.242 -0.854 2.339  0.186
H: 2.278 -0.523 0.512  0.171
H: -0.986 -1.938 -0.852  0.394
H: -0.453 -2.508 0.635  0.366
H: 0.207 1.778 -1.843  0.221
H: 1.429 1.303 -0.664  0.207
H: 0.767 0.092 -1.835  0.208
H: -2.667 0.473 -0.805  0.487
H: -0.796 1.504 1.304  0.499

=====

## B
An isolated molecule of C3H9N3O2, computed with the ωB97M-V functional and the def2-TZVPD basis.

Its charge is 0. As for the SMILES: C/N=C(/NO)NOC. The calculation puts the LUMO energy at 0.57 eV. The calculation puts the orbital gap at 0.3235 Ha.

Last column: natural (NBO) charge in e.
Positions of all 17 atoms, in Å:
C: -0.688 -1.514 0.848  -0.426
N: 0.166 -1.291 -0.121  -0.618
C: 0.356 -0.177 -0.784  0.508
N: 1.573 -0.104 -1.500  -0.291
O: 1.821 -1.388 -1.821  -0.594
N: -0.425 0.761 -0.865  -0.322
O: -1.290 1.174 0.199  -0.356
C: -0.383 1.681 1.200  -0.279
H: -0.538 -1.050 1.885  0.178
H: -0.822 -2.621 0.816  0.210
H: -1.627 -0.870 0.843  0.182
H: 1.519 0.307 -2.531  0.351
H: 1.300 -1.849 -1.162  0.481
H: -0.389 1.617 -1.526  0.396
H: 0.327 1.025 1.844  0.190
H: 0.313 2.259 0.758  0.177
H: -1.213 2.039 1.916  0.213

=====

Stability, highest: A

=====

## A
A structure of composition C3H9N3O2, computed with the ωB97M-V functional and the def2-TZVPD basis.

Its charge is 0. The calculation puts the LUMO energy (alpha / beta) at 0.18 / 0.18 eV. The calculation puts the orbital gap (alpha / beta) at 0.3429 / 0.3429 Ha.

Last column: natural (NBO) charge in e.
Positions of all 17 atoms, in Å:
C: 0.969 -1.594 -0.221  -0.624
C: 0.608 -0.520 0.686  -0.427
C: -0.305 0.521 -0.108  0.414
N: -0.998 1.742 1.203  -0.849
N: 0.252 1.267 -1.084  -0.871
N: -1.559 -0.153 -0.504  0.512
O: -1.945 0.067 -1.613  -0.372
O: -2.015 -0.909 0.306  -0.374
H: 1.235 -1.312 -1.168  0.210
H: 1.941 -2.046 0.125  0.216
H: 0.217 -2.311 -0.321  0.221
H: 1.533 0.005 0.943  0.210
H: 0.031 -0.849 1.512  0.242
H: -0.152 2.331 1.362  0.332
H: -0.919 1.078 1.977  0.327
H: 1.307 1.202 -1.064  0.392
H: -0.201 1.482 -2.031  0.441

=====

## B
An isolated molecule of C3H9N3O2, computed with the ωB97M-V functional and the def2-TZVPD basis.

Its charge is 0. As for the SMILES: CNO[C@H](N)C(N)=O. The calculation puts the LUMO energy at 0.79 eV. The calculation puts the orbital gap at 0.3428 Ha.

Last column: natural (NBO) charge in e.
Positions of all 17 atoms, in Å:
C: -2.490 0.138 -0.049  -0.446
N: -1.532 -0.939 -0.117  -0.322
O: -0.332 -0.565 -0.786  -0.445
C: 0.512 0.648 -0.191  0.119
N: 1.494 1.082 -1.097  -0.814
C: 0.975 -0.372 0.835  0.676
N: 2.215 -0.906 0.628  -0.830
O: 0.281 -0.612 1.851  -0.660
H: -3.390 -0.264 0.400  0.214
H: -2.184 0.986 0.579  0.162
H: -2.705 0.513 -1.055  0.197
H: -1.087 -1.104 0.973  0.376
H: -0.093 1.442 0.250  0.212
H: 1.854 0.306 -1.640  0.366
H: 1.144 1.773 -1.738  0.382
H: 2.631 -0.890 -0.290  0.396
H: 2.706 -1.236 1.447  0.416

=====

Stability, highest: B

=====

## A
An isolated molecule of C3H9N3O2, computed with the ωB97M-V functional and the def2-TZVPD basis.

Its charge is 0. As for the SMILES: C/C(N)=C(\O)N(N)O. The calculation puts the LUMO energy at 0.81 eV. The calculation puts the orbital gap at 0.3052 Ha.

Last column: natural (NBO) charge in e.
Positions of all 17 atoms, in Å:
C: -1.939 -1.071 0.196  -0.655
C: -0.649 -0.386 -0.147  0.133
N: -0.146 -0.566 -1.420  -0.836
C: 0.053 0.336 0.765  0.272
O: -0.363 0.556 2.064  -0.682
N: 1.258 1.002 0.510  -0.012
N: 1.160 2.058 -0.325  -0.591
O: 2.295 -0.072 -0.302  -0.765
H: -2.366 -1.577 -0.669  0.220
H: -1.780 -1.827 0.967  0.216
H: -2.676 -0.356 0.558  0.233
H: 0.885 -0.504 -1.443  0.423
H: -0.509 -1.367 -1.917  0.373
H: -0.873 -0.181 2.412  0.477
H: 2.050 2.534 -0.398  0.370
H: 0.745 1.871 -1.237  0.354
H: 2.854 -0.448 0.388  0.470

=====

## B
A structure of composition C3H9N3O2, computed with the ωB97M-V functional and the def2-TZVPD basis.

Its charge is 0. The calculation puts the LUMO energy at 0.25 eV. The calculation puts the orbital gap at 0.3446 Ha.

Last column: natural (NBO) charge in e.
Positions of all 17 atoms, in Å:
C: -2.499 0.540 0.663  -0.669
C: -2.029 -0.312 -0.589  -0.098
C: 0.219 -0.298 -0.260  0.634
H: -3.394 1.374 0.588  0.229
H: -1.670 1.087 1.245  0.216
H: -2.806 -0.254 1.547  0.214
H: -2.883 -1.187 -0.691  0.197
H: -1.628 0.220 -1.589  0.226
H: 1.168 -2.061 0.351  0.376
H: 2.813 0.022 0.833  0.479
H: 2.280 1.885 -0.955  0.394
H: 0.638 2.590 0.592  0.399
N: 1.108 -0.907 0.593  -0.336
N: 0.319 0.853 -0.653  -0.431
N: 1.417 1.655 0.122  -0.748
O: -0.931 -1.012 -0.173  -0.498
O: 2.360 -0.796 0.019  -0.584

=====

Stability, highest: A